C6H41NO14 | ωB97M-V with the def2-TZVPD basis set

Properties
HOMO level in Eh: -0.3221
Net charge: 0
F_max in eV/Å: 2.53
Gap between HOMO and LUMO in eV: 8.767
M in g/mol: 351.39
Relative energy (zero: lowest compared OMol25 entry of this formula, charge and spin) in eV: 3.4278

Bonds (Å) are listed after each position.
Geometry (Å):
1 C -0.323 3.434 0.886  C2 1.550, H8 1.092, H9 1.074, H10 1.089
2 C 0.038 2.161 1.693  C1 1.550, C3 1.537, N7 1.429, H11 1.124
3 C -1.257 1.467 2.145  C2 1.537, C4 1.509, H12 1.131, H13 1.155
4 C -2.016 1.124 0.888  C3 1.509, C5 1.314, H14 1.071
5 C -3.159 1.622 0.473  C4 1.314, C6 1.465, H15 1.069
6 C -3.715 1.418 -0.866  C5 1.465, H16 1.098, H17 1.102, H18 1.074
7 N 0.891 2.327 2.826  C2 1.429, H19 1.006, H20 1.011
8 H -0.988 4.065 1.481  C1 1.092
9 H 0.564 3.990 0.648  C1 1.074
10 H -1.052 3.238 0.101  C1 1.089
11 H 0.525 1.580 0.863  C2 1.124
12 H -1.787 2.036 2.967  C3 1.131
13 H -1.101 0.539 2.814  C3 1.155
14 H -1.503 0.368 0.328  C4 1.071
15 H -3.667 2.283 1.143  C5 1.069
16 H -4.807 1.517 -0.815  C6 1.098
17 H -3.570 2.204 -1.625  C6 1.102
18 H -3.394 0.553 -1.415  C6 1.074
19 H 1.802 1.908 2.911  N7 1.006
20 H 1.000 3.255 3.213  N7 1.011
21 H -1.762 0.522 -3.769  O23 0.966
22 H -2.620 -0.348 -2.846  O23 0.961
23 O -1.862 -0.378 -3.434  H21 0.966, H22 0.961
24 H 3.538 -0.845 1.305  O26 1.002
25 H 4.059 0.510 1.675  O26 0.971
26 O 3.251 0.115 1.310  H24 1.002, H25 0.971
27 H -1.779 -1.985 0.703  O29 0.982
28 H -2.639 -1.003 1.577  O29 0.961
29 O -1.870 -1.580 1.593  H27 0.982, H28 0.961
30 H 3.756 -0.237 -1.260  O32 1.006
31 H 3.176 0.678 -0.199  O32 1.005
32 O 3.254 0.632 -1.201  H30 1.006, H31 1.005
33 H -0.369 -2.773 -0.190  O35 0.991
34 H -1.087 -2.556 -1.581  O35 0.965
35 O -0.827 -2.109 -0.766  H33 0.991, H34 0.965
36 H 0.411 1.290 -4.717  O38 0.968
37 H 0.862 1.332 -3.203  O38 0.959
38 O 0.564 1.857 -3.948  H36 0.968, H37 0.959
39 H 0.753 0.052 4.400  O41 0.954
40 H 2.116 -0.319 3.498  O41 0.961
41 O 1.554 -0.449 4.267  H39 0.954, H40 0.961
42 H 2.714 -2.036 -2.119  O44 0.968
43 H 3.154 -3.278 -1.216  O44 0.961
44 O 3.348 -2.371 -1.468  H42 0.968, H43 0.961
45 H -0.442 -3.561 1.795  O47 0.977
46 H -1.084 -4.802 1.190  O47 0.966
47 O -0.312 -4.230 1.095  H45 0.977, H46 0.966
48 H 0.588 -1.624 -3.595  O50 0.977
49 H -0.814 -2.157 -3.881  O50 0.960
50 O 0.096 -2.242 -4.171  H48 0.977, H49 0.960
51 H -1.811 4.084 -2.686  O53 0.976
52 H -0.935 2.922 -2.895  O53 0.974
53 O -1.787 3.133 -2.470  H51 0.976, H52 0.974
54 H 1.198 -2.726 3.591  O56 0.984
55 H 0.255 -1.697 3.421  O56 0.971
56 O 0.353 -2.608 3.100  H54 0.984, H55 0.971
57 H 2.072 -0.168 -2.030  O59 1.000
58 H 0.800 -0.778 -1.622  O59 0.972
59 O 1.260 -0.571 -2.453  H57 1.000, H58 0.972
60 H 1.752 -3.339 1.361  O62 0.969
61 H 2.148 -2.665 0.124  O62 0.998
62 O 2.483 -2.780 1.057  H60 0.969, H61 0.998

Atom charges from the Mulliken analysis, given in e for atoms 1 to 8: C -1.415; C 1.031; C -0.398; C -0.916; C 0.487; C -1.036; N -0.425; H 0.376